(1)
This record from OMol25 describes the molecule C7H10. The level of theory is ωB97M-V/def2-TZVPD.

Output
- gap between HOMO and LUMO (eV) = 10.4
- ΔE to the lowest compared entry with this formula, charge and spin (kJ/mol) = 334.1
- total energy (Eh) = -272.5908
- charge = 0
- multiplicity = 1

XYZ file:
```
17
Properties=species:S:1:pos:R:3:forces:R:3
C -1.3890 -0.7339 -0.1161 -0.2 -0.2 0.1
C -0.1377 -0.5094 -0.9946 -0.2 -0.4 -0.2
C -0.1019 0.9450 -0.5431 -0.2 -0.1 -0.1
C 1.3232 0.6944 0.0730 -2.1 0.9 -0.2
C -1.3446 0.7592 0.3355 -0.2 0.0 0.1
C 1.2319 -0.7494 -0.3678 0.2 -0.2 -0.2
C 1.2963 -0.3780 1.1019 -0.1 0.1 0.0
H 1.9835 -1.4211 -0.7674 0.0 0.1 0.0
H 1.6361 1.6885 -0.0998 2.9 0.3 0.4
H 0.4477 -0.4322 1.7846 0.1 -0.3 -0.2
H -1.2594 -1.4612 0.6923 -0.1 0.0 -0.2
H -1.1703 0.9414 1.4044 -0.1 -0.1 -0.2
H -2.2045 1.3574 0.0169 0.1 -0.2 0.1
H -0.1683 -0.7468 -2.0554 -0.2 -0.1 0.0
H -2.2648 -0.9866 -0.7180 0.0 0.0 0.2
H -0.1061 1.7627 -1.2859 0.1 -0.4 0.4
H 2.2279 -0.7301 1.5395 0.0 0.5 0.0
```
Forces are in eV/Å.

Atomic partial charges in e from the Mulliken method, atoms 1 to 2: -0.762, -0.188



(2)
This record from OMol25 describes the ion C5H7N6 with charge +1. The level of theory is ωB97M-V/def2-TZVPD.

Output
- gap between HOMO and LUMO (eV) = 9.4
- ΔE to the lowest compared entry with this formula, charge and spin (kJ/mol) = 185.1
- total energy (Eh) = -522.9734
- charge = +1
- multiplicity = 1

XYZ file:
```
18
Properties=species:S:1:pos:R:3:forces:R:3
N 1.8845 0.8448 0.2671 0.4 -2.1 -0.4
N -2.5345 -0.4526 0.1866 -1.0 -2.1 -0.9
N -1.4135 0.2265 0.2666 2.4 1.3 0.3
N 1.8335 -1.3347 -0.0593 -0.7 1.2 0.7
N 3.0762 -0.9313 -0.2571 1.8 1.1 -0.2
N -0.8246 -1.7844 0.0684 1.2 -1.6 -1.0
C -2.1390 -1.7147 -0.0065 -2.4 2.4 0.9
C 3.1374 0.3824 -0.0843 -1.9 0.1 0.2
C -1.4103 1.6604 -0.0221 -3.1 1.6 -0.1
C -0.3319 -0.5422 0.1978 0.9 0.6 0.8
C 1.1241 -0.2473 0.2747 -1.8 -2.9 -1.2
H 1.5298 1.7425 0.3237 -0.2 2.1 0.2
H -1.2937 1.7591 -1.0964 0.2 0.0 -0.2
H -0.3866 -2.6538 -0.2456 0.8 0.7 0.6
H -0.7177 2.3831 0.4623 -0.4 -1.2 0.3
H -2.5264 1.9999 0.1582 2.4 -0.5 -0.1
H -2.8235 -2.5219 -0.1791 0.0 -0.2 0.1
H 3.8162 1.1844 -0.2550 1.3 -0.5 -0.1
```
Forces are in eV/Å.

Atomic partial charges in e from the Mulliken method, atoms 1 to 2: -0.064, -0.877



(3)
This record from OMol25 describes the molecule C2H2N4. The level of theory is ωB97M-V/def2-TZVPD.

Output
- gap between HOMO and LUMO (eV) = 9.1
- ΔE to the lowest compared entry with this formula, charge and spin (kJ/mol) = 493.5
- total energy (Eh) = -296.2369
- charge = 0
- multiplicity = 1

XYZ file:
```
8
Properties=species:S:1:pos:R:3:forces:R:3
N -1.7579 1.5856 0.4009 -0.5 0.0 0.8
N 0.1071 0.2616 -0.0771 0.1 2.8 -0.9
N -0.8297 1.0582 -0.6709 -2.1 -1.2 0.3
N -4.4331 -0.8786 -0.0915 -3.7 -2.8 -0.3
C -3.5468 -0.2130 0.0465 5.3 3.7 0.0
C -2.3447 0.5858 -0.0348 0.1 0.5 -0.8
H 0.2023 0.4061 0.8929 0.2 -0.6 1.1
H 0.1264 -0.5606 -0.5757 0.7 -2.4 -0.3
```
Forces are in eV/Å.

Atomic partial charges in e from the Mulliken method, atoms 1 to 2: -0.353, -0.354



(4)
This record from OMol25 describes a cluster of 2 separate species, C4H16N2O2 in total. The level of theory is ωB97M-V/def2-TZVPD.

Output
- gap between HOMO and LUMO (eV) = 12.6
- ΔE to the lowest compared entry with this formula, charge and spin (kJ/mol) = 0.0
- total energy (Eh) = -421.4176
- charge = +2
- multiplicity = 1

XYZ file:
```
24
Properties=species:S:1:pos:R:3:forces:R:3
O 0.1134 2.6059 2.1279 0.0 0.0 0.0
O 1.8229 -0.2925 -0.7049 0.4 -0.3 -0.1
N -0.9207 -2.6125 0.0078 -0.2 0.0 -0.1
N 0.4263 1.8948 -0.5234 -0.6 0.3 0.0
C -0.8110 1.1220 -0.8918 0.5 0.0 0.2
C -0.2450 -1.3669 -0.5336 0.0 -0.1 0.1
C 1.2196 -1.4315 -0.1289 -0.1 0.0 0.2
C -0.9938 -0.1302 -0.0289 0.2 0.1 -0.1
H 1.6775 -2.3450 -0.4969 0.1 -0.2 -0.2
H 1.2442 1.2703 -0.5861 -0.1 0.0 0.1
H 0.5479 2.6819 -1.1584 0.0 0.1 0.0
H 0.3294 2.2701 0.4484 0.2 0.0 0.0
H -0.8954 -2.6464 1.0279 0.1 0.0 0.2
H -1.6501 1.7884 -0.7417 -0.2 0.1 0.0
H 2.7792 -0.4001 -0.7390 0.2 -0.1 0.0
H -0.4940 -3.4722 -0.3504 0.1 0.0 0.0
H -2.0591 -0.3375 -0.0484 -0.3 -0.1 0.0
H 0.8522 2.7702 2.7282 0.0 0.0 0.0
H -0.5860 3.1886 2.4483 -0.1 0.0 0.0
H -0.7256 0.0834 1.0099 0.0 0.0 0.0
H -0.7404 0.8729 -1.9456 -0.1 0.0 -0.1
H -0.3101 -1.4442 -1.6172 -0.1 0.0 -0.1
H 1.3264 -1.4255 0.9601 -0.1 0.1 0.1
H -1.9079 -2.6440 -0.2631 0.0 0.0 0.0
```
Forces are in eV/Å.

Atomic partial charges in e from the Mulliken method, atoms 1 to 2: -0.653, -0.548



(5)
This record from OMol25 describes the molecule C3H6O. The level of theory is ωB97M-V/def2-TZVPD.

Output
- gap between HOMO and LUMO (eV) = 10.3
- ΔE to the lowest compared entry with this formula, charge and spin (kJ/mol) = 263.0
- total energy (Eh) = -193.0430
- charge = 0
- multiplicity = 1

XYZ file:
```
10
Properties=species:S:1:pos:R:3:forces:R:3
O -0.0228 -1.0245 -0.8363 -4.3 -4.6 1.1
C -0.3810 -0.7173 0.5763 -0.5 -1.1 -0.6
C 0.1734 0.6205 0.7178 3.3 2.4 2.0
C 0.3714 1.3979 -0.3812 -1.8 0.0 -0.3
H -0.7144 -1.8593 -1.0255 2.9 3.2 0.3
H -0.0370 -1.5031 1.3044 0.3 0.8 -0.8
H -1.4835 -0.6876 0.7899 0.6 -0.1 -0.8
H 0.7677 0.8860 1.8465 -2.1 -0.5 -3.6
H 0.8033 2.3980 -0.2597 0.0 -0.5 -0.1
H -0.1361 1.1561 -1.4429 1.5 0.5 2.8
```
Forces are in eV/Å.

Atomic partial charges in e from the Mulliken method, atoms 1 to 2: -0.532, -0.152



(6)
This record from OMol25 describes a structure of composition C4H5Br3O3. The level of theory is ωB97M-V/def2-TZVPD.

Output
- gap between HOMO and LUMO (eV) = 9.7
- ΔE to the lowest compared entry with this formula, charge and spin (kJ/mol) = 25.3
- total energy (Eh) = -8103.1570
- charge = 0
- multiplicity = 1

XYZ file:
```
15
Properties=species:S:1:pos:R:3:forces:R:3
Br -4.5543 -2.5317 0.0440 1.8 0.3 0.4
Br -2.7520 -0.3333 -1.3582 0.1 -0.6 0.6
Br -1.1978 -2.9498 -0.2508 -1.2 0.8 0.5
O 0.1039 0.6504 -0.2088 -1.6 -0.8 0.3
O -0.2866 -0.0298 1.9795 -0.4 -0.1 -1.7
O 1.6991 0.6568 1.3174 0.1 -0.5 -0.3
C 2.2150 1.2597 0.1557 2.1 0.2 -0.1
C 0.4024 0.3408 1.0676 0.5 0.6 1.9
C -2.6847 -1.6945 0.0902 -1.0 0.1 -1.5
C 1.2859 0.8593 -0.9327 0.4 0.9 -0.6
H 3.1993 0.8852 -0.1256 0.2 -0.1 0.6
H -2.5870 -1.1099 1.0050 0.2 -0.6 0.0
H 2.3327 2.3281 0.3365 -0.4 0.1 -0.2
H 1.6018 -0.0241 -1.4876 -0.2 -0.2 0.2
H 1.2222 1.6928 -1.6322 -0.6 -0.2 -0.1
```
Forces are in eV/Å.

Atomic partial charges in e from the Mulliken method, atoms 1 to 2: -0.098, -0.042



(7)
This record from OMol25 describes a structure of composition C4H12N2. The level of theory is ωB97M-V/def2-TZVPD.

Output
- gap between HOMO and LUMO (eV) = 7.3
- ΔE to the lowest compared entry with this formula, charge and spin (kJ/mol) = 636.3
- total energy (Eh) = -268.8740
- charge = 0
- multiplicity = 1

XYZ file:
```
18
Properties=species:S:1:pos:R:3:forces:R:3
N -1.9092 0.4231 0.0867 0.2 -2.4 -1.4
N 0.1751 0.2898 1.3939 -0.7 0.3 0.0
C -1.3817 -0.7074 -0.5665 -1.8 4.0 -1.1
C 2.2790 -0.0304 0.0959 0.4 -0.4 0.7
C 0.7999 0.2903 0.0992 -0.3 -0.3 -0.8
C 0.0582 -0.7868 -0.7779 -2.1 4.1 1.5
H 2.8594 0.8545 0.3750 0.1 -0.1 -0.4
H 0.6293 1.3098 -0.3725 0.2 -1.0 -0.1
H -1.0027 0.5594 0.8758 1.3 0.3 1.5
H -0.4672 1.5366 -1.9276 -0.2 0.1 -0.3
H -0.6658 -1.2410 0.2415 2.0 -2.4 1.1
H -2.8023 0.2511 0.5434 -0.1 -0.2 -0.4
H 2.4737 -0.7602 0.9028 -0.1 0.1 -0.4
H -0.8225 1.6396 -2.5765 0.1 0.0 0.1
H -2.0975 -1.3671 -1.0302 0.3 -0.6 -0.1
H 2.5857 -0.4770 -0.8618 0.2 0.4 0.2
H 0.4057 1.1571 1.8783 0.3 -0.3 0.0
H 0.3946 -0.8934 -1.7998 0.4 -1.8 0.1
```
Forces are in eV/Å.

Atomic partial charges in e from the Mulliken method, atoms 1 to 2: -0.517, -1.105



(8)
This record from OMol25 describes the molecule C4H9N3. The level of theory is ωB97M-V/def2-TZVPD.

Output
- gap between HOMO and LUMO (eV) = 7.9
- ΔE to the lowest compared entry with this formula, charge and spin (kJ/mol) = 211.8
- total energy (Eh) = -322.0097
- charge = 0
- multiplicity = 1

XYZ file:
```
16
Properties=species:S:1:pos:R:3:forces:R:3
N -1.1125 1.0045 -1.0714 0.0 -0.1 0.1
N -0.8268 -1.6954 -0.2555 0.0 0.4 0.2
N -1.2894 0.6686 1.2178 0.0 -0.1 -0.1
C 0.7338 -0.1700 0.0652 -0.1 -0.2 -0.1
C 1.9501 0.6789 -0.1125 0.0 0.1 0.0
C 0.5024 -1.5044 0.0073 -0.1 0.2 0.0
C -0.6783 0.3201 0.0308 0.0 -0.2 0.0
H -1.2568 -2.4586 0.2710 0.1 0.1 -0.1
H -0.8388 0.5807 -1.9447 0.0 0.0 0.0
H 1.9845 1.1725 -1.0917 0.0 0.0 0.1
H -2.0625 1.3476 -1.0730 0.1 0.0 0.1
H -0.9031 0.1738 2.0081 0.0 0.0 -0.1
H 2.0204 1.4683 0.6427 0.0 -0.1 0.0
H -2.3013 0.6614 1.2152 0.1 0.0 0.0
H 1.2319 -2.3076 0.1212 0.0 0.0 0.0
H 2.8463 0.0598 -0.0306 -0.1 0.0 0.0
```
Forces are in eV/Å.

Atomic partial charges in e from the Mulliken method, atoms 1 to 2: -0.469, -0.681